This record from the OMol25 dataset describes a 6-piece molecular cluster, C37H35F7N5O2S overall in a non-equilibrium geometry. The level of theory is ωB97M-V/def2-TZVPD.

The geometry in XYZ format:
```
87
Properties=species:S:1:pos:R:3:forces:R:3
C -0.472460 -3.689201 1.680251 -0.15 -0.21 -0.19
C 2.417692 -1.673254 -7.510075 -1.08 -0.12 -1.35
F 2.435653 5.073890 8.192305 0.01 -0.03 0.02
S 1.599472 -0.978483 -3.890371 0.26 0.90 0.58
C -6.003476 -0.359820 -5.418294 -0.67 0.08 -0.23
C 6.537430 1.346233 -0.566149 0.06 0.03 0.02
C -0.895331 -3.180516 2.900385 0.08 0.13 0.01
H -0.390838 -2.785548 -4.872126 -0.07 0.30 0.04
C 2.215121 5.319277 6.887184 -0.04 0.05 -0.30
C -6.296676 0.208607 -6.637078 0.40 0.11 -0.16
H 3.668357 2.289022 7.712298 0.01 0.00 -0.01
C 0.804698 -1.479086 2.787946 -0.29 -0.13 -0.01
H -7.876529 0.727115 -7.984866 0.03 0.02 -0.01
N 0.657437 -1.448150 -6.396623 -2.31 0.19 0.43
H 1.528895 -3.093848 -2.681821 0.27 -0.04 -0.11
H 6.538801 0.075752 -2.295175 -0.01 -0.02 0.00
C 1.766324 5.819237 4.215944 -0.01 0.00 -0.10
H 4.368315 1.355999 5.515892 -0.01 -0.02 -0.02
C -8.628758 -0.185051 -6.194042 -0.01 0.01 -0.02
H -0.319101 5.704729 4.705300 -0.01 -0.01 0.02
H 4.299603 5.442184 6.441663 -0.02 0.00 0.03
H 0.093752 5.236456 7.110341 0.03 0.01 0.03
H 3.059898 -1.805613 -8.357723 0.68 0.03 0.26
F 1.010937 -3.576876 -0.153420 -0.04 -0.03 -0.12
H -3.213453 -2.158827 -0.717686 0.20 -0.17 -0.05
F -2.084857 -3.912492 -2.417378 0.26 -0.29 0.12
C 3.843062 0.815658 -0.421214 0.29 0.08 -0.01
C 3.294444 5.496799 6.044359 0.24 -0.04 0.10
F -4.688338 -0.447491 -5.020286 0.03 0.07 -0.03
C 0.589370 -3.083412 1.040855 -0.10 0.15 0.35
C 1.474119 -0.277467 7.479856 0.09 0.11 -0.02
H -9.663130 -0.114883 -6.501579 0.00 0.00 0.00
C -2.411728 -1.918468 -3.377754 -0.54 0.66 -0.02
H -6.683313 -1.283482 -3.632012 -0.37 0.07 -0.52
C 0.805822 -2.369843 -3.032027 -0.43 -0.41 -0.48
H -1.720563 -3.648013 3.420213 -0.01 -0.02 -0.02
C 0.693944 5.641998 5.079063 0.14 -0.01 -0.02
F 2.513830 0.549671 -0.355098 -0.03 -0.02 -0.02
C 5.771293 1.911025 0.445375 0.01 -0.10 -0.15
H 3.794927 2.085293 1.294701 -0.01 -0.03 0.00
H -9.086335 -1.116983 -4.315475 0.02 -0.02 0.01
H 1.358184 -1.647821 5.817661 0.06 -0.05 0.00
C -0.306891 -3.076948 -3.824732 0.45 -0.82 0.37
H -5.499709 0.580594 -7.267908 -0.01 -0.02 0.00
O -5.424840 -1.080820 0.200910 0.59 -0.15 -1.46
C -7.625035 0.290631 -7.028442 -0.09 -0.08 0.17
C 1.624311 -1.322678 -5.583246 0.87 -0.62 -0.47
N 1.135465 -1.676965 -7.637660 -0.05 -0.22 -0.66
C 5.944695 0.513388 -1.504606 0.00 0.09 0.13
H 6.234100 2.556889 1.178704 -0.02 0.01 0.01
H 0.668226 -0.744842 8.029475 -0.01 -0.01 -0.02
C -5.064549 -1.251381 -0.921228 -0.66 0.25 1.82
N -1.991991 -0.888158 -4.167700 0.25 0.24 1.30
C 3.065343 5.743849 4.698859 -0.14 -0.02 0.03
C 3.556148 0.911421 6.076112 0.18 0.13 -0.15
H -0.090827 -4.140955 -3.826827 -0.20 -0.18 0.01
N -3.657251 -1.885486 -2.787483 0.59 0.30 -0.20
H 1.296830 -0.619182 3.212606 0.03 0.02 -0.02
H -0.593258 -1.679664 4.401769 -0.02 0.01 -0.01
H 0.364833 -1.941236 -2.135324 0.18 0.26 0.10
O 2.794709 -1.470308 -6.278627 1.65 0.24 1.75
C -6.978722 -0.844035 -4.576574 0.29 -0.19 0.29
H -2.604500 -0.091787 -4.032978 -0.24 -0.01 -0.49
C -3.634594 -1.412346 -1.384173 -0.65 -0.61 -0.14
H -1.070259 -0.567736 -3.860198 0.39 -0.25 -0.91
H -3.087576 -0.481964 -1.222591 -0.07 0.16 -0.10
H 3.902342 5.878979 4.027052 0.02 0.02 0.02
F 3.272684 -0.682608 4.366762 0.10 0.01 0.05
C -8.306019 -0.749767 -4.967683 0.01 0.07 -0.17
H -4.203379 -1.244171 -3.360619 -0.31 -0.15 0.12
H 4.103909 -0.413467 -2.143489 0.01 0.02 -0.01
C 3.163728 1.424090 7.303339 -0.10 -0.09 0.01
N -1.619412 -2.933173 -3.218267 0.03 0.34 -0.27
H -0.957920 -4.545542 1.229138 0.05 -0.03 0.02
C 0.916487 5.385093 6.423661 -0.20 -0.04 0.16
H 1.823437 1.229539 8.964718 0.00 0.00 0.00
C 1.236467 -1.988818 1.573067 0.24 0.11 -0.21
C -0.259473 -2.076171 3.452403 -0.02 0.00 -0.01
F -5.959880 -1.343039 -1.928985 0.36 0.06 0.59
C 2.124645 0.829268 8.006080 -0.03 0.04 0.08
H 7.596892 1.556045 -0.621606 0.00 0.00 0.00
H 2.067307 -1.542853 1.042367 0.00 0.00 0.00
C 4.410740 1.649444 0.518648 -0.18 0.11 0.21
C 2.893074 -0.186087 5.566829 -0.02 0.12 0.27
C 4.586869 0.241211 -1.429332 -0.15 -0.20 -0.20
C 1.855812 -0.789450 6.247686 -0.12 -0.19 -0.11
H 1.590536 6.016882 3.166773 0.00 0.01 0.00
```
Positions in Å, forces in eV/Å.

## Properties
**E**: -80329.9774 eV
**E_LUMO**: -3.08 eV
**HOMO**: -10.66 eV
**HOMO-LUMO gap**: 7.58 eV
**Charge**: +1